This record from the Open Molecules 2025 dataset describes the ion C6H10N4O4 with charge +2. The level of theory is the ωB97M-V functional and the def2-TZVPD basis.

Summary:
Largest force on an atom   5.700 eV/A
Gap between HOMO and LUMO   9.619 eV
Energy   -753.90031 Eh
SMILES   CO/C(O)=N\C(/N=C(/O)OC)=[N+]=C=[NH2+]
Net charge   +2
HOMO energy   -17.5555 eV

Geometry as XYZ:
```
24
Properties=species:S:1:pos:R:3:mulliken_charge:R:1
H -1.314 -1.922 3.155 0.3757
O -0.400 -2.151 2.952 -0.4023
H 1.151 0.408 -4.259 0.3238
O 0.013 0.872 -2.563 -0.2851
C 0.188 -1.387 2.035 0.7769
H 2.406 -3.081 2.411 0.3266
H 3.310 -1.450 2.634 0.2497
O -0.065 -1.290 -3.166 -0.4444
C 0.380 1.158 -3.977 -0.6161
H -0.178 -2.244 -3.029 0.3906
H -0.474 0.870 -4.586 0.3496
H 1.998 -1.874 3.901 0.3333
H 0.716 2.273 -3.785 0.2483
N -1.286 1.340 0.285 -0.0115
H -2.673 3.346 2.071 0.2557
C -0.157 -0.344 -2.232 0.8307
C -1.705 2.357 0.728 0.5654
N -0.387 -0.776 -0.998 -0.4242
C -0.619 -0.063 0.076 0.4196
O 1.478 -1.335 1.965 -0.2635
C 2.361 -2.055 2.835 -0.6116
N -2.216 3.381 1.245 -0.3771
H -2.044 4.430 0.951 0.3401
N -0.485 -0.464 1.351 -0.3504
```